120
Properties=species:S:1:pos:R:3:lowdin_charge:R:1 method="wB97M-V/def2-TZVPD" total_charge=0 homo_lumo_gap_ev="6.034 / 6.033" mol_weight_da=1121.229 relative_energy_kcal_mol=24.68
Ti -1.13 -0.51 -1.40 0.49
C 1.08 -2.34 -2.63 -0.07
N -0.39 -2.30 -2.58 -0.23
C -0.87 -2.10 -3.95 -0.15
C -2.35 -1.74 -3.97 -0.17
N -2.56 -0.48 -3.26 -0.28
C -4.00 -0.27 -3.08 -0.09
C -2.01 0.69 -3.89 -0.30
C -1.71 0.81 -5.24 -0.02
C -1.26 2.02 -5.75 -0.07
C -1.15 3.13 -4.94 -0.07
C -1.45 3.03 -3.59 -0.10
C -1.85 1.82 -3.05 -0.60
S -2.18 1.66 -1.34 0.59
C -0.95 -3.52 -2.01 -0.26
C -0.47 -4.76 -2.41 -0.03
C -1.00 -5.94 -1.93 -0.08
C -2.05 -5.89 -1.01 -0.08
C -2.55 -4.68 -0.61 -0.11
C -2.03 -3.47 -1.10 -0.57
S -2.79 -2.01 -0.54 0.71
H 1.43 -3.04 -3.40 0.10
H 1.48 -2.64 -1.66 0.08
H 1.44 -1.34 -2.90 0.06
H -0.70 -3.02 -4.55 0.14
H -0.28 -1.29 -4.40 0.13
H -2.92 -2.52 -3.44 0.13
H -2.72 -1.71 -5.01 0.13
H -4.52 -0.27 -4.05 0.11
H -4.18 0.68 -2.59 0.06
H -4.41 -1.06 -2.45 0.06
H -1.84 -0.02 -5.91 0.11
H -1.01 2.08 -6.80 0.11
H -0.83 4.08 -5.35 0.11
H -1.37 3.88 -2.94 0.11
H 0.35 -4.83 -3.11 0.11
H -0.61 -6.89 -2.26 0.10
H -2.48 -6.81 -0.63 0.11
H -3.37 -4.62 0.09 0.10
C -3.60 4.62 0.84 -0.34
Sb -2.14 3.10 1.42 1.22
C -3.60 1.51 1.54 -0.35
C -2.13 3.70 3.57 -0.32
C -2.98 2.81 4.36 -0.33
C -4.32 3.16 4.55 -0.07
C -5.19 2.33 5.22 -0.10
C -4.74 1.12 5.72 -0.10
C -3.41 0.76 5.54 -0.07
C -2.51 1.58 4.86 -0.31
C -1.12 1.13 4.69 -0.32
Sb -0.59 0.27 2.72 1.35
C 1.24 -0.50 3.61 -0.30
C -1.78 -1.51 3.07 -0.30
H -4.44 4.63 1.53 -0.01
H -3.96 4.42 -0.16 -0.02
H -3.12 5.60 0.85 -0.01
H -4.56 1.85 1.16 0.02
H -3.71 1.17 2.56 -0.01
H -3.26 0.67 0.93 -0.07
H -2.49 4.72 3.59 0.06
H -1.09 3.68 3.87 0.04
H -4.66 4.11 4.17 0.11
H -6.22 2.63 5.36 0.10
H -5.40 0.46 6.26 0.10
H -3.06 -0.17 5.96 0.11
H -0.87 0.34 5.40 0.06
H -0.41 1.95 4.84 0.05
H 1.02 -1.22 4.39 0.01
H 1.80 0.33 4.04 0.00
H 1.86 -0.97 2.85 -0.02
H -1.33 -2.11 3.86 0.00
H -1.85 -2.08 2.16 -0.05
H -2.78 -1.21 3.38 0.00
C 6.65 -4.62 5.17 -0.08
C 5.58 -4.14 4.23 -0.75
O 5.35 -3.00 3.94 0.04
S 4.64 -5.50 3.56 1.02
C 3.45 -4.59 2.58 -0.52
C 3.90 -3.75 1.58 -0.08
C 3.00 -2.95 0.91 -0.01
C 1.64 -2.99 1.23 -0.25
C 1.20 -3.89 2.20 -0.01
C 2.10 -4.68 2.88 -0.08
C 0.75 -2.08 0.60 -0.14
C 0.06 -1.22 0.08 -0.29
H 6.56 -4.10 6.11 0.09
H 7.62 -4.37 4.74 0.09
H 6.58 -5.69 5.33 0.06
H 4.96 -3.70 1.34 0.11
H 3.35 -2.26 0.15 0.10
H 0.14 -3.94 2.44 0.11
H 1.76 -5.36 3.65 0.11
C 2.16 6.53 -2.27 -0.12
C 1.47 5.49 -1.40 -0.28
C 1.72 4.07 -1.89 -0.31
C 0.97 3.07 -1.02 -0.38
Ge 0.98 1.14 -1.67 0.85
C 2.68 0.38 -0.83 -0.35
C 4.00 1.12 -1.03 -0.28
C 4.89 0.53 -2.11 -0.27
C 4.35 0.75 -3.52 -0.12
H 1.97 7.53 -1.89 0.07
H 1.80 6.48 -3.29 0.07
H 3.24 6.37 -2.28 0.07
H 0.39 5.68 -1.40 0.10
H 1.82 5.58 -0.37 0.11
H 2.79 3.86 -1.87 0.09
H 1.39 3.97 -2.93 0.09
H -0.07 3.41 -0.92 -0.03
H 1.38 3.06 -0.01 0.07
H 1.29 1.32 -3.24 -0.03
H 2.80 -0.66 -1.14 0.02
H 2.42 0.36 0.23 0.05
H 4.55 1.09 -0.08 0.10
H 3.81 2.17 -1.25 0.08
H 5.02 -0.54 -1.93 0.10
H 5.88 0.99 -2.04 0.10
H 3.41 0.23 -3.65 0.04
H 5.06 0.39 -4.26 0.07
H 4.18 1.81 -3.70 0.07